Entry 1:
Entry from the OMol25 dataset: C6H15N3 in the gas phase (wB97M-V/def2-TZVPD).

Values from the calculation:
- Orbital gap: 0.2989 Eh
- Net charge: 0
- E_LUMO: 0.035 Ha
- Highest occupied orbital energy: -7.189 eV
- Energy relative to the best compared isomer or geometry (same formula, charge and spin): 39.7 kcal/mol
- SMILES: C/C(=C/N)NC(C)(C)N
- Total energy: -401.82397 Eh

CARTESIAN COORDINATES (ANGSTROEM)
C  -1.76076  1.69784  0.40060
C  -0.76016  0.71078  0.93561
C  -1.19371  -0.41938  1.57487
N  -0.48281  -1.13345  2.55620
N  0.54384  0.74144  0.33245
C  0.74958  -0.16038  -0.76951
C  2.24622  -0.22218  -1.08892
C  -0.04201  0.26523  -2.00119
N  0.18523  -1.51564  -0.32320
H  -2.44097  1.25908  -0.34028
H  -2.37948  2.07965  1.21270
H  -1.24215  2.51061  -0.10193
H  -2.26888  -0.52441  1.72247
H  -0.94683  -1.23129  3.44601
H  0.49533  -0.89772  2.59176
H  1.23637  0.55023  1.04799
H  2.42635  -0.85036  -1.95875
H  2.81055  -0.61178  -0.24117
H  2.60889  0.78143  -1.30248
H  -1.11597  0.20864  -1.80783
H  0.19075  -0.39614  -2.83583
H  0.23096  1.28276  -2.27183
H  0.08651  -2.15399  -1.10689
H  0.82314  -1.97096  0.32915

---

Entry 2:
Entry from the OMol25 dataset: a molecular structure, C5H8O (wB97M-V/def2-TZVPD).

Values from the calculation:
- Orbital gap: 0.3246 Eh
- Net charge: 0
- E_LUMO: 0.042 Ha
- Highest occupied orbital energy: -7.689 eV
- Energy relative to the best compared isomer or geometry (same formula, charge and spin): 132.5 kcal/mol
- Total energy: -270.34672 Eh

CARTESIAN COORDINATES (ANGSTROEM)
C  0.26732  -1.01639  -0.62758
C  -1.12237  -0.62583  -0.07693
C  -0.89659  0.76728  0.45941
O  0.27042  0.74140  1.28572
C  0.21405  1.51217  -0.14164
C  1.29825  -0.22210  0.14283
H  0.33192  -0.75540  -1.68563
H  0.44886  -2.09078  -0.50472
H  -1.89346  -0.65515  -0.85412
H  -1.43091  -1.29199  0.73738
H  -1.70877  1.28624  0.96502
H  0.20369  2.57880  0.12055
H  2.11310  0.19728  -0.43882
H  1.69392  -0.74701  1.02052

---

Entry 3:
Entry from the OMol25 dataset: a molecular structure, C33H25F12N5O3Tc (wB97M-V/def2-TZVPD).

Values from the calculation:
- Orbital gap (alpha / beta): 0.1541 / 0.1537 Eh
- Net charge: +3
- E_LUMO (alpha / beta): -0.435 / -0.435 Ha
- Highest occupied orbital energy (alpha / beta): -16.018 / -16.015 eV
- Total energy: -3050.33772 Eh

CARTESIAN COORDINATES (ANGSTROEM)
Tc  -0.23126  0.93345  -0.26541
C  6.15298  -1.94658  1.45146
C  4.73923  -1.59017  1.28697
C  3.72026  -2.24093  2.00043
C  2.40220  -1.95101  1.76737
C  1.98896  -0.99132  0.79748
N  0.65753  -0.82529  0.54684
C  -0.11024  -1.94351  0.57031
C  0.48731  -3.20511  0.25794
C  -0.18686  -4.38949  0.36363
C  -1.50695  -4.41760  0.83813
C  -2.23506  -5.67800  0.99549
C  -2.13700  -3.17473  1.09774
C  -1.51617  -1.96707  0.87512
C  -2.32299  -0.67736  1.09070
O  -1.66761  0.41090  0.61008
C  -3.74408  -0.65817  0.38918
F  -3.64074  0.12088  -0.69715
F  -4.16903  -1.83719  -0.03044
F  -4.66204  -0.13088  1.17253
C  -2.45777  -0.41333  2.63288
F  -2.87058  0.82867  2.84942
F  -3.24418  -1.26385  3.25531
F  -1.22286  -0.51458  3.15275
C  3.02961  -0.25638  0.14983
C  4.34862  -0.57393  0.38563
C  2.68325  0.76062  -0.93940
O  1.43047  1.25963  -0.75720
C  3.64397  2.00272  -0.96178
F  4.83436  1.74589  -1.46518
F  3.06788  2.96564  -1.66945
F  3.79307  2.45173  0.28526
C  2.63338  0.05263  -2.33727
F  1.88290  -1.05282  -2.20287
F  3.80627  -0.31238  -2.80298
F  2.01302  0.83961  -3.20849
H  6.27231  -2.98013  1.77015
H  6.62533  -1.32881  2.22599
H  6.71510  -1.76062  0.53795
H  3.98034  -2.98191  2.74449
H  1.63149  -2.40787  2.37296
H  1.48401  -3.20615  -0.15802
H  0.28794  -5.31362  0.06540
H  -1.68112  -6.52264  0.59384
H  -3.22500  -5.62714  0.53730
H  -2.42747  -5.87624  2.05515
H  -3.15834  -3.20485  1.44866
H  5.12981  -0.08272  -0.17439
O  -0.72138  -0.30462  -1.72893
C  -1.59129  -0.18030  -2.67933
C  -2.05997  -1.36864  -3.29318
C  -3.05356  -1.33034  -4.24203
C  -3.59262  -0.10806  -4.64237
C  -3.10931  1.07580  -4.10762
C  -2.11856  1.07640  -3.12426
C  -1.57842  2.31312  -2.61063
N  -0.88236  2.48782  -1.46522
C  -0.52583  3.80535  -1.40819
C  -0.99941  4.43897  -2.51768
N  -1.65970  3.49847  -3.24186
H  -1.62731  -2.29888  -2.95505
H  -3.41834  -2.24812  -4.67650
H  -4.38407  -0.08090  -5.37340
H  -3.53051  2.00773  -4.44764
H  0.05584  4.20061  -0.60072
H  -0.89858  5.45700  -2.83937
H  -2.10894  3.67977  -4.12783
C  -1.18634  4.70584  3.68018
N  -0.47088  3.70066  2.94250
C  0.79599  3.28082  3.20160
C  1.10244  2.34534  2.25776
N  0.03356  2.20277  1.41848
C  -0.89739  3.04410  1.86871
H  -0.67065  4.89962  4.61849
H  -2.20821  4.38886  3.88727
H  -1.22551  5.63320  3.10694
H  1.37620  3.66902  4.01539
H  2.00679  1.78550  2.13431
H  -1.87595  3.15510  1.44587

---

Entry 4:
Entry from the OMol25 dataset: 13 unconnected molecules or ions with the total composition C52H78O26 (wB97M-V/def2-TZVPD).

Values from the calculation:
- Orbital gap: 0.3556 Eh
- Net charge: 0
- E_LUMO: -0.005 Ha
- Highest occupied orbital energy: -9.810 eV
- Energy relative to the best compared isomer or geometry (same formula, charge and spin): 142.6 kcal/mol
- Total energy: -3984.41281 Eh

CARTESIAN COORDINATES (ANGSTROEM)
O  -6.47173  3.67473  -6.29457
C  -6.81860  4.24429  -5.28580
O  -6.48465  3.81582  -4.05044
C  -6.94445  4.70765  -3.03919
C  -7.13301  6.00221  -3.92745
C  -7.58057  5.52931  -5.27625
H  -6.13010  4.90077  -2.34088
H  -7.86650  4.36743  -2.56785
H  -6.23482  6.61701  -3.86929
H  -7.88474  6.64340  -3.46717
H  -7.25857  6.17041  -6.09688
H  -8.60755  5.16422  -5.28739
O  -0.94457  0.21751  2.56263
C  -0.74852  0.36533  1.32364
O  -1.51172  1.00106  0.43357
C  -1.01864  0.94633  -0.89516
C  -0.02627  -0.27360  -0.82773
C  0.48798  -0.22045  0.60859
H  -0.42154  1.79178  -1.23688
H  -1.80099  0.74821  -1.62780
H  0.76796  -0.19700  -1.57033
H  -0.54290  -1.22798  -0.92941
H  1.34902  0.44267  0.69236
H  0.82102  -1.13593  1.09755
O  1.62682  2.73733  -7.30094
C  2.02287  3.04288  -8.41979
O  3.04944  3.82759  -8.64488
C  3.30056  4.10217  -10.02158
C  2.62010  2.93527  -10.69257
C  1.42990  2.74000  -9.76620
H  4.38552  4.06817  -10.12066
H  2.87874  5.08594  -10.22748
H  3.42939  2.21263  -10.58795
H  2.39362  3.07477  -11.74961
H  1.02290  1.74017  -9.91715
H  0.60323  3.42894  -9.93965
O  3.09520  -3.99915  5.98662
C  2.32105  -4.08207  6.95405
O  2.77067  -4.30707  8.25080
C  1.73960  -4.23133  9.25338
C  0.47885  -4.35742  8.38080
C  0.81450  -4.10049  6.91913
H  1.97927  -3.26741  9.70229
H  1.80308  -5.00775  10.01576
H  -0.43650  -3.87616  8.72521
H  0.24686  -5.42157  8.33776
H  0.41467  -3.13262  6.61669
H  0.50743  -4.92632  6.27741
O  8.90218  0.49556  -0.36665
C  8.05306  1.11967  -0.99277
O  8.13052  2.40049  -1.32868
C  7.07772  2.84686  -2.14419
C  5.98290  1.76340  -1.87691
C  6.73135  0.51584  -1.46680
H  7.30957  2.99844  -3.19840
H  6.73736  3.79873  -1.73655
H  5.39877  1.50213  -2.75931
H  5.20808  2.06286  -1.17117
H  6.83355  -0.17930  -2.30014
H  6.23457  0.07431  -0.60288
O  2.11911  3.00118  11.54075
C  1.09895  2.78891  10.93635
O  1.12679  2.76761  9.52987
C  -0.09425  2.56123  8.91548
C  -1.10407  2.76726  10.05966
C  -0.30923  2.59174  11.39045
H  -0.05863  1.49948  8.67147
H  -0.27602  3.22947  8.07375
H  -1.91178  2.05222  9.90337
H  -1.41751  3.80935  10.12206
H  -0.36867  1.58175  11.79604
H  -0.58999  3.30134  12.16875
O  7.32145  -2.55009  -7.93679
C  6.13930  -2.78537  -7.68486
O  5.29768  -1.81857  -7.32097
C  4.02986  -2.38415  -6.96881
C  4.42928  -3.80975  -6.57336
C  5.51263  -4.11988  -7.60151
H  3.41867  -2.42196  -7.87055
H  3.61285  -1.80776  -6.14298
H  3.68587  -4.60686  -6.58031
H  4.83820  -3.83531  -5.56330
H  5.15129  -4.36424  -8.60042
H  6.24205  -4.83606  -7.22318
O  -5.89765  -0.92390  8.39905
C  -6.38735  0.13796  7.98355
O  -7.45001  0.64243  8.53307
C  -7.86309  1.88014  7.90717
C  -6.67933  2.25560  7.03429
C  -5.89928  0.94688  6.79992
H  -7.90580  2.62228  8.70435
H  -8.73193  1.76421  7.25926
H  -6.02915  2.96316  7.54880
H  -7.01280  2.62974  6.06634
H  -4.81343  1.03483  6.83604
H  -6.15052  0.43337  5.87187
O  -5.27314  -5.87567  0.39434
C  -5.24630  -5.42226  1.50595
O  -6.01097  -5.95951  2.54293
C  -5.98641  -5.07761  3.68651
C  -4.59915  -4.48812  3.56930
C  -4.32243  -4.37630  2.07907
H  -6.22399  -5.67366  4.56763
H  -6.86011  -4.43580  3.57328
H  -3.86687  -5.11727  4.07532
H  -4.69066  -3.50455  4.03008
H  -3.28546  -4.50712  1.76976
H  -4.64729  -3.40882  1.69627
O  -0.86495  8.69901  -7.35096
C  -0.47470  8.38795  -6.26130
O  -1.23253  7.59443  -5.46112
C  -0.56165  7.03153  -4.31982
C  0.68581  7.86021  -4.22254
C  0.79594  8.69976  -5.50817
H  -0.30168  5.97540  -4.39137
H  -1.05761  7.15516  -3.35709
H  1.61641  7.48427  -3.79739
H  0.52884  8.62912  -3.46607
H  1.53074  8.30610  -6.21045
H  0.85658  9.78112  -5.38544
O  5.65873  1.17783  4.07374
C  6.16976  0.85581  5.18909
O  5.44991  0.75787  6.26585
C  6.19392  0.45127  7.44629
C  7.45908  -0.21806  6.89017
C  7.60520  0.53309  5.54281
H  5.65171  -0.22845  8.10361
H  6.46951  1.32104  8.04265
H  7.37003  -1.28476  6.68448
H  8.35240  -0.08829  7.50111
H  8.09809  0.02406  4.71453
H  8.19593  1.43609  5.69689
O  -0.08634  -6.50051  -2.50661
C  0.62108  -6.98736  -1.67411
O  1.81795  -6.41803  -1.30559
C  2.35958  -6.95117  -0.10330
C  1.28923  -7.95752  0.37315
C  0.30938  -8.16577  -0.76555
H  2.48332  -6.20541  0.68195
H  3.33520  -7.40607  -0.27458
H  0.74998  -7.54725  1.22695
H  1.70761  -8.89434  0.74118
H  -0.73317  -8.12251  -0.45038
H  0.46380  -9.14100  -1.22725
O  -4.96281  -4.49073  -8.37027
C  -4.62395  -3.67227  -7.50181
O  -3.78453  -2.63735  -7.73858
C  -3.46753  -1.89797  -6.60281
C  -4.62744  -2.19231  -5.61102
C  -5.09036  -3.56361  -6.05067
H  -3.22791  -0.90572  -6.98504
H  -2.50550  -2.25310  -6.23336
H  -5.37475  -1.40148  -5.67611
H  -4.34925  -2.21727  -4.55742
H  -6.17430  -3.66304  -5.99316
H  -4.47845  -4.28193  -5.50506